Entry 1:
Computed, not measured: C34H45AuBN5S2Si2 as an isolated structure at a distorted geometry, with ωB97M-V with the def2-TZVPD basis set.

XYZ file:
```
90
Properties=species:S:1:pos:R:3:forces:R:3:mulliken_charge:R:1
Au -0.122 -0.263 1.131 0.085 -0.173 0.081 0.139
C 2.128 -0.162 -2.769 -0.372 0.274 -0.276 -1.169
Si 0.454 0.566 -3.325 -0.131 -0.419 -0.040 0.170
C 0.497 2.414 -2.866 -0.192 -0.583 -0.018 -0.599
C 0.382 0.503 -5.241 0.130 0.078 0.645 -1.262
C -0.933 -0.486 -2.609 0.857 -0.304 0.170 0.758
C -2.026 0.027 -1.826 0.812 -0.534 -1.017 -0.900
C -3.255 0.224 -2.492 -0.395 0.314 0.302 -0.217
C -4.352 0.682 -1.801 0.141 0.000 0.018 -0.787
C -4.228 0.934 -0.437 0.108 -0.055 0.039 -0.991
C -3.005 0.689 0.152 -0.596 0.492 0.107 -1.040
N -1.937 0.258 -0.512 0.040 -0.172 1.124 1.572
Si -1.159 -2.298 -3.133 0.075 0.693 -0.050 0.106
C 0.442 -3.250 -2.751 -0.623 0.131 -0.124 -0.986
C -1.523 -2.441 -5.009 0.141 -0.132 0.676 -1.241
C -2.646 -3.005 -2.176 0.437 0.081 -0.294 -0.682
H 2.856 0.633 -2.652 0.235 0.229 -0.017 0.453
H 2.517 -0.866 -3.496 0.117 -0.178 -0.164 0.413
H 2.035 -0.672 -1.817 -0.109 -0.083 0.196 0.200
H 1.158 2.944 -3.547 0.139 -0.041 -0.167 0.539
H 0.900 2.528 -1.866 0.093 0.062 0.203 -0.316
H -0.470 2.907 -2.902 -0.185 0.052 -0.025 0.344
H 1.076 1.228 -5.655 0.227 0.168 -0.086 0.344
H -0.600 0.736 -5.638 -0.266 0.051 0.036 0.323
H 0.666 -0.472 -5.620 0.057 -0.279 -0.059 0.319
H -3.298 0.015 -3.549 -0.050 0.040 -0.051 0.520
H -5.292 0.840 -2.309 -0.091 0.030 -0.046 0.468
H -5.060 1.293 0.146 -0.064 0.010 0.127 0.561
H -2.857 0.848 1.211 -0.051 0.079 0.116 0.360
H 1.282 -2.832 -3.293 0.156 0.151 -0.143 0.314
H 0.360 -4.295 -3.029 -0.074 -0.282 -0.111 0.435
H 0.670 -3.208 -1.692 0.016 0.074 0.260 0.110
H -0.608 -2.441 -5.591 0.236 0.037 -0.116 0.311
H -2.145 -1.631 -5.374 -0.152 0.201 -0.004 0.339
H -2.036 -3.375 -5.212 -0.138 -0.269 -0.077 0.377
H -2.375 -3.160 -1.137 0.065 0.000 0.159 0.020
H -2.964 -3.961 -2.583 -0.016 -0.210 -0.151 0.576
H -3.502 -2.335 -2.202 -0.091 0.071 -0.079 0.257
C -4.040 -2.248 1.371 -0.276 0.097 -0.573 -0.574
N -3.178 -2.607 2.459 0.562 -0.112 0.663 0.286
C -3.615 -2.887 3.726 0.063 -0.027 0.264 -0.461
C -2.525 -3.242 4.445 -0.495 -0.014 0.295 -0.781
N -1.428 -3.195 3.636 -0.272 0.146 -0.281 0.186
B -0.123 -3.902 4.087 -0.081 0.062 -0.112 0.943
N 1.182 -3.276 3.528 0.347 0.324 -0.126 0.050
C 2.270 -4.063 3.301 0.416 -0.201 -0.150 -0.795
C 3.360 -3.272 3.146 0.009 -0.209 0.015 -0.416
N 2.933 -1.981 3.274 -0.591 -0.600 0.024 0.152
C 3.778 -0.825 3.233 0.398 0.502 -0.082 -1.085
C 1.593 -2.005 3.490 0.065 0.198 -0.029 0.168
S 0.644 -0.602 3.655 -0.763 0.797 -1.019 -0.383
C -1.834 -2.800 2.426 -0.186 0.044 -0.164 -0.377
S -0.892 -2.623 1.014 0.563 0.361 -0.487 -0.498
H -4.815 -1.572 1.733 0.059 -0.029 -0.017 0.378
H -4.508 -3.140 0.946 0.054 0.095 0.002 0.303
H -3.460 -1.749 0.598 -0.042 -0.125 0.050 -0.141
H -4.648 -2.799 3.996 -0.143 -0.002 0.088 0.477
H -2.442 -3.547 5.467 0.004 -0.012 0.168 0.478
H -0.065 -3.828 5.278 -0.114 -0.022 0.293 -0.195
H -0.183 -5.027 3.689 0.162 -0.287 -0.046 -0.204
H 2.185 -5.127 3.256 -0.021 -0.223 0.045 0.493
H 4.388 -3.507 2.964 0.183 -0.107 -0.051 0.501
H 4.567 -0.915 3.982 -0.100 0.023 0.012 0.421
H 3.170 0.057 3.434 0.106 -0.069 -0.046 0.260
H 4.247 -0.736 2.251 -0.064 0.027 0.009 0.427
C 4.960 4.722 0.287 0.063 0.043 0.018 -0.518
C 3.637 4.911 -0.072 0.040 0.152 -0.076 -1.038
C 2.708 3.905 0.113 -0.109 -0.072 -0.046 0.199
C 3.084 2.689 0.684 0.295 0.246 0.035 0.398
C 4.422 2.512 1.044 -0.149 0.069 -0.035 -0.514
C 5.348 3.517 0.847 0.187 0.079 -0.003 -0.652
C 2.171 1.570 0.917 -0.273 -0.332 0.082 0.011
C 0.843 1.592 1.027 0.057 -0.846 -0.030 0.176
C 0.032 2.794 1.047 -0.727 0.526 0.056 -1.234
C -0.904 3.036 0.038 0.214 -0.103 0.089 1.716
C -1.636 4.204 0.004 -0.096 0.229 -0.060 -1.651
C -1.457 5.165 0.985 -0.054 -0.038 -0.037 -0.694
C -0.563 4.924 2.016 0.006 0.177 0.053 -0.790
C 0.169 3.755 2.055 0.030 -0.272 -0.045 0.188
H 5.685 5.506 0.123 0.047 0.048 0.020 0.390
H 3.333 5.855 -0.503 -0.064 0.002 -0.063 0.422
H 1.684 4.059 -0.195 0.039 0.053 -0.034 0.372
H 4.738 1.580 1.494 -0.013 -0.108 -0.016 0.272
H 6.377 3.360 1.129 0.137 -0.020 0.040 0.409
H 2.687 0.623 1.010 -0.037 -0.196 -0.031 0.502
H -1.016 2.303 -0.739 -0.047 0.029 -0.033 0.528
H -2.343 4.372 -0.798 -0.012 0.004 -0.062 0.475
H -2.009 6.091 0.941 -0.077 0.087 0.059 0.419
H -0.424 5.669 2.785 0.026 0.061 0.116 0.424
H 0.881 3.588 2.849 0.108 -0.056 0.118 0.437
```
Positions in Å, forces in eV/Å.

Charge   0
2S+1   1
HOMO-LUMO gap (alpha / beta)   3.8 / 3.8 eV


Entry 2:
Computed, not measured: a 2-piece molecular cluster, H2IO2PS overall at a distorted geometry, with ωB97M-V with the def2-TZVPD basis set.

XYZ file:
```
7
Properties=species:S:1:pos:R:3:forces:R:3:mulliken_spin:R:1
O 2.918 -1.568 0.447 -0.833 0.104 -1.569 0.000
O 0.715 -2.307 -0.645 -0.354 -0.529 0.034 0.000
P 1.849 -1.413 -0.825 1.224 0.677 0.957 0.000
S -2.007 2.188 0.390 1.006 -1.607 2.859 0.969
I -3.100 3.344 -1.405 -1.515 1.620 -2.530 1.054
H 2.741 -2.424 0.850 -0.045 -0.247 0.581 0.000
H -3.115 2.181 1.187 0.517 -0.019 -0.332 -0.022
```
Positions in Å, forces in eV/Å.

Charge   0
2S+1   3
HOMO-LUMO gap (alpha / beta)   6.5 / 6.8 eV
Energy relative to the best compared isomer or geometry (same formula, charge and spin)   22.2 kcal per mole


Q: Which of these has the highest 2S+1?
A: H2IO2PS